# 1
{
  "formula": "C27H17Cl3NO2OsS3",
  "method": "wB97M-V/def2-TZVPD",
  "symbols": ["Os", "Cl", "C", "C", "C", "Cl", "C", "O", "C", "Cl", "C", "H", "H", "C", "C", "C", "C", "C", "C", "C", "C", "N", "H", "H", "H", "H", "H", "H", "O", "C", "C", "C", "C", "C", "S", "C", "C", "C", "C", "S", "C", "C", "C", "C", "S", "H", "H", "H", "H", "H", "H", "H", "H", "H"],
  "coordinates": [[-0.31160, 0.54055, 0.11440], [-0.21596, 4.94700, 5.69276], [-0.36097, 4.17783, 4.15535], [-0.08252, 2.82817, 4.04615], [-0.19700, 2.25523, 2.79096], [0.09866, 0.54198, 2.57147], [-0.56657, 2.95480, 1.66635], [-0.64706, 2.38618, 0.44696], [-0.86859, 4.30938, 1.81347], [-1.40097, 5.19188, 0.43732], [-0.76077, 4.92201, 3.04890], [0.21556, 2.24926, 4.90850], [-0.99094, 5.97266, 3.15101], [1.66079, -0.05844, -0.23915], [1.97308, 1.38624, -0.29599], [2.48761, 2.04924, 0.83265], [2.62398, 3.41949, 0.82613], [2.24549, 4.14044, -0.31054], [1.81923, 3.49240, -1.46926], [1.69646, 2.11945, -1.46249], [2.27339, 5.57559, -0.26163], [2.26034, 6.72265, -0.21349], [2.11337, -0.63268, 0.56450], [1.69931, -0.59018, -1.18921], [2.77060, 1.47463, 1.70490], [3.02255, 3.94368, 1.68359], [1.59252, 4.06618, -2.35635], [1.38202, 1.59584, -2.35733], [-1.83620, -0.42247, -0.04161], [-3.30152, -0.24332, -0.01575], [-3.62335, 0.95340, -0.87821], [-2.95410, 1.35051, -2.00185], [-3.55303, 2.47024, -2.62987], [-4.67521, 2.88338, -1.97612], [-4.98716, 1.94687, -0.58590], [-3.70589, -0.03364, 1.41653], [-3.45728, 1.07395, 2.18411], [-3.90802, 0.93017, 3.51575], [-4.49853, -0.28414, 3.72506], [-4.50941, -1.24690, 2.32296], [-3.87189, -1.51810, -0.57881], [-3.36410, -2.77777, -0.43963], [-4.17181, -3.75978, -1.06637], [-5.26784, -3.21652, -1.66629], [-5.32244, -1.52033, -1.49464], [-2.08331, 0.83756, -2.38984], [-3.18631, 2.92736, -3.53583], [-5.33248, 3.69723, -2.23374], [-2.99380, 1.96849, 1.79262], [-3.82724, 1.69480, 4.27367], [-4.94523, -0.65238, 4.63397], [-2.45340, -2.99217, 0.09961], [-3.95081, -4.81589, -1.06913], [-6.05005, -3.72514, -2.20510]],
  "forces_ev_per_angstrom": [[0.6599, 0.9539, 2.7058], [-0.0171, -0.0117, -0.0429], [-0.0045, 0.0758, 0.0071], [0.0560, -0.1673, -0.0618], [0.0445, 0.1828, 0.4402], [-0.0088, -0.1583, -1.1989], [0.0165, -0.2576, -0.3621], [-0.4302, 0.4308, -0.4754], [-0.0844, 0.1890, 0.0808], [0.0740, -0.0121, 0.0202], [0.0095, -0.1011, -0.0379], [-0.0089, -0.0122, 0.0102], [0.0040, 0.0130, -0.0058], [-0.6378, -0.4957, -0.3537], [0.1407, -0.4069, 0.0432], [-0.0716, 0.0664, -0.0484], [0.0639, -0.0498, -0.0457], [-0.0911, -0.0333, 0.0643], [0.0407, 0.0013, -0.0028], [0.0323, -0.0107, 0.0007], [0.0304, 0.0604, -0.0888], [0.0188, 0.0075, 0.0247], [0.0839, 0.1492, 0.0510], [0.2191, 0.0857, -0.0252], [-0.0080, 0.0072, 0.0167], [-0.0645, 0.0101, 0.0381], [-0.0513, 0.0192, 0.0176], [-0.0316, -0.0055, 0.0034], [-0.1563, -0.5725, -1.1387], [-0.1822, -0.0236, 0.4603], [0.2695, 0.1152, -0.0727], [-0.0426, -0.0405, 0.0614], [-0.1172, 0.0072, -0.0067], [0.0791, -0.0047, -0.0256], [-0.0202, -0.0005, 0.0230], [0.0322, 0.0794, 0.1443], [-0.0140, -0.0373, -0.1241], [-0.0642, -0.0858, 0.0516], [0.0234, 0.0685, 0.0025], [0.0850, -0.0432, 0.0090], [0.2279, -0.0845, -0.1842], [-0.0606, 0.0685, 0.0920], [-0.0982, 0.0216, -0.0487], [0.0564, -0.0389, 0.0298], [0.0002, 0.0026, 0.0024], [-0.0097, -0.0349, -0.0472], [0.0233, 0.0346, -0.0031], [-0.0090, 0.0210, -0.0074], [-0.0165, 0.0379, -0.0137], [0.0163, 0.0111, 0.0213], [-0.0220, 0.0026, 0.0170], [0.0231, -0.0017, -0.0025], [0.0027, -0.0198, -0.0042], [-0.0107, -0.0125, -0.0108]],
  "homo_lumo_gap_ev": [6.213, 6.212],
  "charge": 1,
  "homo_ev": [-11.36, -11.36],
  "mol_weight_g_mol": 780.2,
  "de_lowest_kcal_mol": 6.4,
  "energy_ha": -3909.77537
}

***

# 2
{
  "formula": "C27H18AuBrFN2O2Se",
  "method": "wB97M-V/def2-TZVPD",
  "symbols": ["Au", "Br", "C", "C", "N", "C", "C", "C", "C", "O", "O", "H", "H", "H", "C", "C", "C", "C", "C", "C", "C", "C", "C", "C", "C", "C", "C", "C", "H", "H", "H", "H", "H", "H", "H", "H", "H", "H", "H", "F", "C", "C", "C", "C", "C", "C", "H", "H", "H", "H", "Se", "C", "N"],
  "coordinates": [[-0.01312, 0.01501, -0.17846], [6.18010, -3.23013, 1.56522], [5.82498, -1.49320, 0.90115], [6.88213, -0.65087, 0.59314], [6.69564, 0.57441, 0.12058], [5.44406, 0.99398, -0.05081], [4.33121, 0.21431, 0.22666], [4.52579, -1.06701, 0.71658], [2.94853, 0.76153, 0.01525], [2.82987, 1.93228, -0.37878], [1.99119, -0.03172, 0.26224], [7.90538, -0.97782, 0.73544], [5.30529, 2.00020, -0.42573], [3.67941, -1.70444, 0.93310], [-0.94392, 6.63800, 2.33912], [0.19562, 6.17312, 1.69289], [0.24967, 4.87761, 1.20746], [-0.84122, 4.01589, 1.35117], [-1.96663, 4.48465, 2.03084], [-2.02296, 5.78471, 2.51234], [-0.81766, 2.61418, 0.88199], [-0.14600, 2.09950, -0.15783], [0.50199, 2.81870, -1.25328], [-0.01160, 3.98246, -1.81048], [0.64064, 4.65743, -2.83118], [1.85509, 4.14666, -3.27869], [2.37462, 2.96873, -2.78023], [1.69095, 2.21622, -1.77917], [-0.98295, 7.65266, 2.71571], [1.05352, 6.82359, 1.57327], [1.14601, 4.51895, 0.71917], [-2.81019, 3.81799, 2.16930], [-2.91227, 6.12851, 3.02663], [-1.41657, 1.94312, 1.49385], [-0.94432, 4.36835, -1.41543], [0.22532, 5.55963, -3.25910], [2.40333, 4.67704, -4.05062], [3.31658, 2.57838, -3.15083], [1.52830, 1.17326, -2.07347], [0.30916, -6.23346, -0.20188], [0.22840, -4.87574, -0.19158], [-0.60828, -4.24971, -1.09026], [-0.68735, -2.86124, -1.06401], [0.06783, -2.09712, -0.17420], [0.89482, -2.78284, 0.71561], [0.98220, -4.17121, 0.72220], [-1.18884, -4.84132, -1.78614], [-1.36504, -2.37177, -1.75385], [1.49773, -2.22709, 1.42566], [1.62235, -4.70248, 1.41516], [-4.86903, 0.05749, -0.08006], [-3.10308, 0.00917, -0.30882], [-1.95423, -0.01594, -0.49261]],
  "forces_ev_per_angstrom": [[-0.0721, 0.0008, 0.0725], [-0.0004, 0.0017, 0.0049], [0.0124, -0.0805, 0.0099], [-0.0517, -0.0517, 0.0238], [-0.0040, 0.1172, -0.0274], [0.0832, 0.1509, -0.0648], [-0.2527, -0.1123, 0.1716], [-0.0060, -0.1409, 0.0112], [0.0379, 0.7923, 0.1727], [1.4942, -0.3617, 1.2840], [-0.2757, -0.8646, -0.1320], [0.0017, -0.0118, -0.0047], [-0.0036, -0.0047, -0.0128], [0.0040, 0.0083, -0.0091], [0.0075, 0.0198, 0.0203], [0.0046, -0.0115, 0.0036], [0.0032, -0.0012, 0.0611], [-0.0686, 0.0036, -0.0212], [0.0124, 0.0318, -0.0495], [-0.0156, -0.0161, 0.0068], [0.1623, 0.0476, -0.0083], [-0.3111, -0.0876, -0.0823], [0.2035, -0.2965, 0.1296], [0.0906, 0.2356, 0.3123], [-0.0027, -0.0509, 0.0622], [0.3635, 0.2405, 0.1793], [0.0478, -0.1846, 0.3363], [-2.5968, 1.0428, -3.2928], [-0.0012, 0.0015, -0.0005], [-0.0021, 0.0049, -0.0090], [-0.0054, -0.0035, -0.0288], [-0.0085, 0.0000, -0.0059], [-0.0003, 0.0065, -0.0024], [0.0835, -0.0267, 0.0546], [-0.0113, -0.0143, -0.0140], [-0.0391, -0.0232, -0.0194], [0.0041, -0.0400, -0.0176], [-0.1396, -0.0615, -0.2684], [0.9642, -0.3620, 1.1110], [0.0004, 0.0149, -0.0049], [-0.0114, -0.0116, -0.0061], [0.0029, -0.0125, 0.0145], [-0.0030, 0.0256, 0.0184], [0.0332, 0.0935, 0.0837], [0.0312, -0.0083, -0.0385], [0.0135, 0.0024, -0.0034], [-0.0046, -0.0005, -0.0009], [-0.0001, 0.0019, -0.0042], [-0.0345, 0.0018, 0.0091], [-0.0036, 0.0022, 0.0052], [0.2431, -0.0211, -0.0251], [-0.1765, 0.0438, -0.0473], [0.1970, -0.0303, 0.0421]],
  "homo_lumo_gap_ev": 6.279,
  "charge": -1,
  "homo_ev": -4.29,
  "mol_weight_g_mol": 777.3,
  "de_lowest_kcal_mol": 70.9,
  "energy_ha": -6510.65139
}

***

# 3
{
  "formula": "C27H18BrN4O4SW",
  "method": "wB97M-V/def2-TZVPD",
  "symbols": ["W", "O", "C", "O", "C", "C", "C", "C", "C", "N", "C", "O", "O", "H", "H", "H", "H", "H", "Br", "C", "C", "C", "C", "C", "C", "C", "C", "C", "C", "H", "H", "H", "H", "H", "H", "N", "C", "C", "C", "C", "C", "C", "N", "C", "C", "C", "S", "C", "N", "H", "H", "H", "H", "H", "H", "H"],
  "coordinates": [[0.54052, 0.21911, -0.54934], [2.61370, 0.36011, 3.09621], [1.73948, 0.28289, 2.17562], [1.99535, 0.17067, 0.99022], [0.30907, 0.28401, 2.54893], [-0.18795, 0.29580, 3.83168], [-1.55758, 0.15810, 4.00090], [-2.33796, -0.00689, 2.87044], [-1.73672, 0.01177, 1.62707], [-0.43287, 0.17663, 1.46365], [-2.41632, -0.19412, 0.31365], [-3.68919, -0.37401, 0.17533], [-1.71393, -0.21310, -0.67246], [3.52888, 0.31314, 2.75402], [0.49302, 0.39301, 4.67005], [-2.00314, 0.15966, 4.98940], [-3.40705, -0.15568, 2.97377], [-4.21238, -0.34306, 0.98905], [2.66741, -0.70543, -1.71286], [1.81060, 1.97816, -0.92501], [3.06567, 2.53632, -1.04754], [3.19058, 3.92522, -0.86581], [2.09213, 4.73818, -0.59237], [0.79606, 4.17945, -0.50518], [-0.42385, 4.87045, -0.40610], [-1.64228, 4.17496, -0.48841], [-1.69931, 2.78957, -0.67520], [-0.50976, 2.08196, -0.72339], [0.70285, 2.78692, -0.69479], [3.94368, 1.93713, -1.26248], [4.17802, 4.36668, -0.93263], [2.22048, 5.81054, -0.49126], [-0.41910, 5.95337, -0.32063], [-2.57453, 4.72663, -0.43651], [-2.66991, 2.31120, -0.76438], [-0.44901, -3.60196, -1.98699], [-0.20681, -4.11411, -0.71098], [-0.30522, -5.40321, -0.19872], [0.01421, -5.56262, 1.13298], [0.42441, -4.47654, 1.92574], [0.51735, -3.20110, 1.40758], [0.18456, -3.02809, 0.06371], [0.16592, -1.89691, -0.76346], [-0.21029, -2.29580, -1.96684], [-0.32872, -1.32447, -3.03242], [-0.62049, -1.46397, -4.33980], [-0.56011, 0.05537, -5.11114], [-0.16458, 0.80574, -3.65648], [-0.07582, -0.01884, -2.65135], [-0.73125, -4.14124, -2.79165], [-0.60040, -6.24497, -0.81536], [-0.03946, -6.54830, 1.57716], [0.68719, -4.65653, 2.96079], [0.87922, -2.38282, 2.01304], [-0.84826, -2.36707, -4.89040], [0.01386, 1.86811, -3.56906]],
  "forces_ev_per_angstrom": [[-0.1343, 1.6005, 0.1298], [0.4072, 0.0341, 0.5340], [-0.6369, 0.1401, 1.1295], [0.5332, -0.2701, -1.3885], [0.7526, 0.0906, 0.6317], [0.1827, 0.0517, 0.3507], [0.0240, 0.0343, 0.1937], [-0.3299, -0.0173, -0.0348], [-0.8077, -0.0125, -0.2460], [-0.0297, -0.4399, -0.4295], [-0.4668, 0.0214, 0.7887], [-0.2359, -0.0214, 0.0575], [0.9243, 0.1636, -0.9249], [0.0381, 0.0258, 0.0571], [-0.0758, -0.0020, -0.0260], [0.0417, -0.0081, -0.0604], [0.0545, 0.0180, -0.0058], [-0.0655, -0.0178, 0.0597], [-0.2038, 0.2222, 0.2007], [0.5354, -0.6530, -0.9699], [-0.3149, -0.9098, -0.0937], [-0.5648, 0.6378, 0.2937], [0.4873, -0.3964, -0.1685], [0.2493, 0.3159, 0.4620], [-1.1463, -0.3555, -0.0349], [0.9507, 1.0772, 0.0695], [0.2570, -1.1638, 0.0484], [-0.2761, -0.0018, -0.6974], [-0.3637, -0.2709, 0.1594], [-0.0780, 0.0273, 0.0134], [-0.0716, 0.0039, -0.0125], [0.0125, -0.0699, -0.0438], [-0.0664, -0.1229, -0.0278], [0.1111, 0.0057, 0.0136], [0.0685, 0.0356, -0.0347], [-0.0199, -0.4187, -0.0227], [-0.1148, -0.0506, -0.2138], [0.0151, -0.1026, -0.0789], [-0.0013, -0.0131, 0.0066], [-0.0016, -0.0002, -0.0021], [0.0198, 0.0122, -0.0901], [0.1061, 0.2293, 0.1336], [0.1786, 0.4368, -0.0016], [-0.1025, -0.1137, -0.0738], [0.0690, -0.0279, 0.2178], [-0.0621, -0.1280, -0.3751], [-0.0489, 0.0618, -0.2735], [-0.0032, 0.3153, -0.1765], [0.2315, -0.2301, 0.8875], [-0.0208, -0.0213, -0.0130], [0.0054, 0.0827, 0.0616], [0.0042, 0.0464, -0.0229], [-0.0086, 0.0225, -0.0536], [0.0041, 0.0257, 0.0792], [0.0084, 0.1155, 0.0266], [-0.0204, -0.0145, -0.0092]],
  "homo_lumo_gap_ev": [4.951, 4.775],
  "charge": 3,
  "homo_ev": [-16.38, -16.34],
  "mol_weight_g_mol": 758.3,
  "energy_ha": -4598.08895
}